No. 1
Below is 2 unconnected molecules or ions with the total composition C4H11N3O in a non-equilibrium geometry, with properties calculated with the ωB97M-V functional and the def2-TZVPD basis.

Properties
HOMO (eV): -9.0
HOMO-LUMO gap (eV): 8.929
Charge: 0
F_max (eV/Å): 4.55
E_tot (a.u.): -398.33322
SMILES: [H]/N=N/CCC.CN=O
Energy relative to the best compared isomer or geometry (same formula, charge and spin) (kcal/mol): 138.6

Last column: Mulliken charge in e.
Atoms and positions in Å:
C1 3.26492 0.42201 -0.40038  -1.07
C2 -3.29477 -1.18266 -0.56147  -0.28
C3 1.88299 0.83708 0.16184  -0.22
C4 0.92923 -0.29796 0.10420  -0.80
N1 -0.55772 1.20465 0.88106  -0.63
N2 -3.84261 -0.63493 0.65161  -0.06
N3 -0.36430 0.04397 0.43416  0.18
O1 -3.49041 0.47241 0.95621  -0.27
H1 2.99985 -0.24236 -1.21294  0.29
H2 4.12363 1.14380 -0.52743  0.32
H3 3.64056 -0.21693 0.47959  0.26
H4 -3.50378 -2.23142 -0.55157  0.28
H5 -3.68761 -0.58738 -1.47819  0.25
H6 -2.15339 -1.06021 -0.62451  0.06
H7 1.34448 1.63193 -0.37838  0.38
H8 2.09102 1.18127 1.21934  0.26
H9 0.88088 -0.69352 -0.86005  0.33
H10 1.25786 -1.13692 0.64104  0.43
H11 -1.52085 1.34715 1.06585  0.29

No. 2
Below is C4H11N3O in the gas phase in a non-equilibrium geometry, with properties calculated with the ωB97M-V functional and the def2-TZVPD basis.

Properties
HOMO (eV): -8.1
HOMO-LUMO gap (eV): 8.914
Charge: 0
F_max (eV/Å): 4.07
E_tot (a.u.): -398.39232
SMILES: CC(=O)CNN(C)N
Energy relative to the best compared isomer or geometry (same formula, charge and spin) (kcal/mol): 101.6

Last column: Mulliken charge in e.
Atoms and positions in Å:
C1 -0.10033 0.05847 1.19782  0.69
C2 0.57306 -1.22391 0.65663  -0.68
C3 -1.56354 -0.04674 1.55022  -1.24
C4 -0.54111 0.92279 -1.32628  -0.94
N1 0.61278 -1.30205 -0.80028  -0.30
O1 0.61160 0.98568 1.56479  -0.58
N2 0.86241 -0.12710 -1.48824  -0.15
N3 1.99709 0.48035 -1.02531  -0.50
H1 1.86894 0.99959 -0.13453  0.23
H2 -0.24084 -1.68879 -1.17931  0.36
H3 2.40686 1.03276 -1.76920  0.28
H4 1.60325 -1.21011 1.00417  0.32
H5 0.07803 -2.13699 1.01548  0.45
H6 -2.00759 0.94330 1.64016  0.32
H7 -1.63739 -0.53194 2.52708  0.39
H8 -2.11133 -0.65281 0.83336  0.36
H9 -1.45654 0.34682 -1.44928  0.33
H10 -0.35073 1.45409 -2.25714  0.40
H11 -0.60465 1.69661 -0.56015  0.27

No. 3
Below is 2 unconnected molecules or ions with the total composition C4H11N3O in a non-equilibrium geometry, with properties calculated with the ωB97M-V functional and the def2-TZVPD basis.

Properties
HOMO (eV): -9.2
HOMO-LUMO gap (eV): 9.891
Charge: 0
F_max (eV/Å): 3.88
E_tot (a.u.): -398.45949
SMILES: [H]/N=C(/N)C=O.CNC
Energy relative to the best compared isomer or geometry (same formula, charge and spin) (kcal/mol): 59.4

Last column: Mulliken charge in e.
Atoms and positions in Å:
C1 1.68113 1.50251 0.68002  -0.97
C2 0.97503 0.65198 -1.47732  -1.01
N1 0.79407 0.58177 -0.02630  -0.17
H1 -0.25278 0.72016 0.17410  0.30
H2 1.98944 0.35934 -1.76010  0.35
H3 1.55036 1.39281 1.75900  0.29
H4 1.46532 2.53871 0.40742  0.33
H5 2.73044 1.29658 0.44480  0.32
H6 0.27028 -0.02903 -1.95996  0.26
H7 0.74627 1.65822 -1.83774  0.37
C3 -1.61909 -0.93221 0.45874  0.41
N2 -2.27856 -1.54361 -0.56906  -0.47
C4 -0.01257 -1.48432 0.73617  0.29
N3 -2.20766 -0.02560 1.16777  -0.79
O1 0.35872 -2.47812 0.13901  -0.54
H8 -3.11504 -1.07924 -0.89989  0.26
H9 -1.73182 -2.18378 -1.13334  0.24
H10 -1.59701 0.30181 1.92115  0.26
H11 0.25348 -1.24797 1.77554  0.27